# 1
Molecular formula: C5H5N
Method: DFT, ωB97M-V/def2-TZVPD

Last column: Mulliken charge in e.
Positions of all 11 atoms, in Å:
C1 1.15091 -1.39070 -0.81585  -0.779
C2 0.55158 -0.12371 -1.22440  -0.039
C3 -0.07045 0.81625 -0.78624  -0.060
C4 -0.46823 1.15867 0.59259  -0.080
C5 -1.90803 1.15537 0.85906  0.223
N1 -3.02967 1.08041 1.12651  -0.369
H1 0.65793 -2.27101 -1.22917  0.279
H2 0.92600 -1.35719 0.27493  0.191
H3 2.23304 -1.44077 -0.93615  0.284
H4 -0.03918 0.30309 1.16430  0.064
H5 -0.00391 2.06960 0.97441  0.284

Net charge   0
HOMO energy   -10.1 eV
Energy relative to the best compared isomer or geometry (same formula, charge and spin)   79.7 kcal/mol
Gap between HOMO and LUMO   10.34 eV
LUMO level   0.3 eV
SMILES string   CC#CCC#N

# 2
Molecular formula: C5H5N
Method: DFT, ωB97M-V/def2-TZVPD

Last column: Mulliken charge in e.
Positions of all 11 atoms, in Å:
C1 1.44971 -0.74448 -0.02135  -0.531
C2 1.07873 0.42598 0.28378  -0.229
C3 0.06480 -0.63478 0.58543  -0.337
C4 -1.12672 -0.57518 -0.38441  -0.453
C5 -2.49765 0.60970 0.05617  -0.081
N1 -2.49154 -0.60487 0.19809  -0.489
H1 2.21777 -1.41242 -0.22902  0.417
H2 0.91431 1.47306 0.09028  0.380
H3 -0.15706 -1.04761 1.56297  0.383
H4 -1.20202 -0.58600 -1.41317  0.559
H5 -2.24794 1.55185 -0.27332  0.380

Net charge   0
HOMO energy   -7.2 eV
Energy relative to the best compared isomer or geometry (same formula, charge and spin)   170.6 kcal/mol
Gap between HOMO and LUMO   8.24 eV
LUMO level   1.0 eV
SMILES string   C1=CC1[C@@H]1C=N1

# 3
Molecular formula: C5H5N
Method: DFT, ωB97M-V/def2-TZVPD

Last column: Mulliken charge in e.
Positions of all 11 atoms, in Å:
C1 0.25515 1.36166 -0.78273  -1.003
C2 0.02554 -0.13320 -0.63309  -0.281
C3 -1.07166 -0.56590 0.21461  -0.031
C4 -1.48543 -1.11233 1.24166  -0.360
C5 -0.32831 -1.61199 1.87148  0.657
N1 0.77798 -1.88476 2.12102  -0.487
H1 0.17659 1.86429 0.18439  0.327
H2 -0.48003 1.79961 -1.45957  0.309
H3 1.25431 1.54003 -1.19119  0.295
H4 0.80641 -0.58398 0.01121  0.255
H5 0.06944 -0.67342 -1.57780  0.318

Net charge   0
HOMO energy   -10.3 eV
Energy relative to the best compared isomer or geometry (same formula, charge and spin)   89.9 kcal/mol
Gap between HOMO and LUMO   9.83 eV
LUMO level   -0.5 eV
SMILES string   CCC#CC#N

# 4
Molecular formula: C5H5N
Method: DFT, ωB97M-V/def2-TZVPD

Last column: Mulliken charge in e.
Positions of all 11 atoms, in Å:
C1 2.39582 0.68482 -0.09076  -0.476
C2 0.96728 0.77464 -0.15816  -0.110
C3 2.33439 -0.58443 0.25595  0.148
C4 0.48356 -0.54792 -0.17750  0.438
C5 -0.99560 -0.86628 0.02146  -1.115
N1 1.47902 -1.49828 -0.10476  -0.517
H1 2.95441 1.56965 0.03706  0.395
H2 0.28969 1.68567 -0.05912  0.295
H3 -1.63396 -0.05119 0.13242  0.377
H4 -1.22700 -1.31638 0.94479  0.304
H5 -1.28753 -1.60222 -0.74665  0.261

Net charge   0
HOMO energy (spin up / spin down)   -8.7 / -8.7 eV
Energy relative to the best compared isomer or geometry (same formula, charge and spin)   105.8 kcal/mol
Gap between HOMO and LUMO (spin up / spin down)   8.12 / 8.12 eV
LUMO level (spin up / spin down)   -0.6 / -0.6 eV